DFT (ωB97M-V/def2-TZVPD) results for a 2-piece molecular cluster, C2H6N3O overall in a non-equilibrium geometry.

```
12
Properties=species:S:1:pos:R:3:forces:R:3
C -0.24297 0.94794 1.52771 0.2 1.0 0.4
C 0.33183 -0.35697 -0.16173 3.4 -2.8 0.3
N -0.97222 -0.27153 1.55964 -0.7 0.1 0.9
N -0.69200 -0.98022 0.60921 -0.6 -1.2 -1.0
N 0.06454 -0.35655 -1.63893 -0.5 0.3 0.0
O 0.59470 0.85417 0.35717 0.0 -0.3 -0.8
H -0.95682 1.78065 1.44271 0.2 -0.2 -0.1
H 0.35350 1.09548 2.43100 0.1 -0.2 -0.1
H 1.52100 -1.64855 -0.15764 -2.4 3.3 0.2
H -0.89155 -0.01729 -1.84553 0.3 0.0 0.0
H 0.15510 -1.31395 -2.01118 0.0 0.3 0.2
H 0.73489 0.26681 -2.11242 -0.1 -0.3 0.1
```
Forces are in eV/Å.

The charge is +1. The calculation puts the HOMO energy at -15.0 eV. The spin multiplicity is 1. For the LUMO energy, the calculation gives -4.98 eV. For the electronic energy, the calculation gives -8677.87664 eV. The energy relative to the best compared isomer or geometry (same formula, charge and spin) is 5.341 eV. The orbital gap comes out at 10.01 eV.